# 1
A 3-piece molecular cluster, C5H13NO2 overall in a non-equilibrium geometry, computed with ωB97M-V with the def2-TZVPD basis set.

```
21
Properties=species:S:1:pos:R:3
C 0.09 0.14 -0.36
C 1.42 0.16 -0.37
N 2.23 0.54 -1.43
C -0.77 -0.23 0.82
C -1.97 -1.03 0.40
C -3.22 -0.66 0.61
H -0.44 0.30 -1.30
H 1.98 -0.16 0.49
H 3.16 0.80 -1.17
H 1.92 0.62 -2.39
H -1.14 0.70 1.26
H -0.18 -0.78 1.54
H -1.75 -2.01 -0.05
H -4.06 -1.26 0.29
H -3.47 0.24 1.17
H -0.51 0.31 -4.75
H 0.61 0.28 -5.92
O 0.19 -0.17 -5.19
H 2.29 0.95 4.76
H 1.56 0.23 5.87
O 2.07 1.04 5.70
```

Multiplicity   1
Energy   -403.48414 a.u.
Energy relative to the best compared isomer or geometry (same formula, charge and spin)   58.02 kcal per mole

Atomic partial charges in e from the Löwdin method, atoms 1 to 2:
1 C -0.141
2 C -0.232


# 2
A 3-piece molecular cluster, C36H66F3INO8S2 overall in a non-equilibrium geometry, computed with ωB97M-V with the def2-TZVPD basis set.

```
117
Properties=species:S:1:pos:R:3
C 6.06 -0.53 3.11
C 6.50 -1.29 1.86
O 7.31 -0.54 0.97
C 6.73 0.65 0.50
C 5.43 0.44 -0.30
C 4.15 1.03 0.37
C 3.01 0.01 0.54
C 1.63 0.69 0.40
N 0.59 -0.11 -0.31
C 0.99 -0.40 -1.75
C 2.07 0.48 -2.42
C 1.82 0.43 -3.92
O 1.68 -0.59 -4.51
O 1.78 1.63 -4.55
C 0.38 -1.45 0.33
C -0.52 -1.45 1.55
C -0.05 -0.68 2.79
C -0.66 -1.27 4.08
C 0.38 -1.93 4.99
I -0.23 -1.75 7.05
C -1.95 -1.08 1.08
C -2.01 -0.16 -0.18
C -2.35 -0.93 -1.48
C -3.68 -1.71 -1.47
C -3.64 -2.69 -2.60
F -3.91 -2.22 -3.84
C -3.23 -3.97 -2.46
F -2.18 -4.52 -3.05
F -3.80 -4.86 -1.67
C -3.20 0.76 0.09
O -2.89 1.60 1.17
C -3.95 2.50 1.49
C -0.74 0.70 -0.26
C -0.76 1.81 -1.31
C -1.35 3.17 -0.87
C -1.11 4.13 -2.06
C -0.63 3.76 0.35
H 5.08 -0.05 3.01
H 6.83 0.20 3.38
H 5.96 -1.25 3.93
H 5.63 -1.73 1.34
H 7.11 -2.13 2.17
H 7.47 1.08 -0.17
H 6.59 1.38 1.31
H 5.27 -0.62 -0.50
H 5.54 0.95 -1.26
H 3.82 1.88 -0.23
H 4.40 1.42 1.35
H 3.07 -0.47 1.52
H 3.09 -0.79 -0.20
H 1.73 1.66 -0.08
H 1.27 0.92 1.40
H 0.09 -0.38 -2.37
H 1.35 -1.42 -1.81
H 3.06 0.03 -2.26
H 2.13 1.51 -2.09
H 1.27 2.26 -4.03
H -0.13 -2.08 -0.40
H 1.34 -1.93 0.53
H -0.55 -2.50 1.85
H 1.03 -0.82 2.87
H -0.26 0.39 2.74
H -1.42 -2.03 3.85
H -1.19 -0.50 4.63
H 0.45 -3.00 4.84
H 1.36 -1.46 4.91
H -2.49 -2.01 0.90
H -2.45 -0.59 1.91
H -1.56 -1.60 -1.81
H -2.46 -0.18 -2.27
H -3.84 -2.30 -0.57
H -4.53 -1.03 -1.61
H -4.07 0.14 0.35
H -3.46 1.34 -0.81
H -4.91 2.09 1.18
H -3.94 2.65 2.57
H -3.80 3.47 1.02
H -0.74 1.20 0.71
H 0.25 2.07 -1.63
H -1.29 1.52 -2.22
H -2.44 3.13 -0.75
H -1.70 5.04 -1.94
H -1.43 3.64 -2.99
H -0.05 4.36 -2.16
H -1.07 3.47 1.31
H 0.42 3.43 0.34
H -0.59 4.84 0.26
C 4.15 -5.49 0.98
C 3.67 -6.28 2.21
C 3.41 -5.27 3.33
S 2.97 -3.73 2.53
O 3.97 -2.74 2.81
O 1.57 -3.42 2.77
C 3.18 -4.32 0.85
H 4.16 -6.10 0.08
H 5.16 -5.12 1.15
H 2.75 -6.81 1.97
H 4.41 -7.02 2.52
H 2.59 -5.57 3.99
H 4.30 -5.08 3.93
H 3.56 -3.50 0.23
H 2.21 -4.64 0.48
C -6.56 3.36 -4.14
C -7.38 4.55 -3.62
C -7.12 4.66 -2.11
S -5.48 3.99 -1.84
O -5.58 2.80 -1.03
O -4.57 5.04 -1.44
C -5.17 3.51 -3.53
H -6.52 3.34 -5.23
H -7.01 2.42 -3.80
H -7.05 5.46 -4.12
H -8.44 4.43 -3.83
H -7.13 5.69 -1.76
H -7.82 4.06 -1.54
H -4.58 2.60 -3.55
H -4.61 4.33 -4.01
```

Multiplicity   1
Net charge   +1
Energy   -3461.30201 a.u.
Energy relative to the best compared isomer or geometry (same formula, charge and spin)   0.00 kcal per mole

Atomic partial charges in e from the Löwdin method, atoms 1 to 2:
1 C -0.072
2 C -0.270


# 3
C37H74BFI3N2O11 as an isolated structure, computed with ωB97M-V with the def2-TZVPD basis set.

```
129
Properties=species:S:1:pos:R:3
C -0.94 -0.41 0.30
B -0.74 -0.90 1.76
O -0.12 -2.07 2.00
N -1.14 -0.17 3.12
O -1.78 -1.10 4.00
C -2.68 -2.05 3.38
C -3.47 -2.72 4.51
C -3.42 -4.25 4.38
C -4.92 -2.24 4.54
C -5.87 -2.98 5.49
C -5.33 -3.04 6.92
C -7.20 -2.21 5.51
C -2.22 1.00 2.93
O -3.00 0.60 1.84
C -3.21 1.08 4.09
C -3.99 2.39 4.15
C -5.10 2.28 5.17
F -4.54 2.69 2.90
C -1.53 2.33 2.66
O -0.28 2.16 2.04
C 0.72 1.46 2.78
C 1.71 1.00 1.69
C 2.83 2.03 1.47
C 2.45 3.17 0.53
I 4.57 1.04 0.71
C 0.16 0.36 3.80
C -0.16 1.08 5.16
C -0.53 0.23 6.39
O -1.66 -0.14 6.59
N 0.52 -0.05 7.24
C 1.18 1.18 7.77
C 0.11 -0.93 8.34
C 1.34 -0.60 4.17
I 3.15 0.54 4.46
C 1.55 -1.86 4.56
C 2.90 -2.42 4.93
I 0.13 -3.35 4.97
H -0.10 -0.72 -0.32
H -1.82 -0.93 -0.07
H -1.10 0.65 0.14
H 0.52 -2.31 1.32
H -3.37 -1.55 2.69
H -2.13 -2.80 2.81
H -3.00 -2.43 5.46
H -2.48 -4.60 3.95
H -4.22 -4.61 3.73
H -3.54 -4.74 5.35
H -5.34 -2.29 3.53
H -4.97 -1.19 4.86
H -6.11 -3.97 5.11
H -4.28 -3.35 6.97
H -5.39 -2.05 7.38
H -5.90 -3.75 7.53
H -7.05 -1.23 5.96
H -7.61 -2.08 4.51
H -7.93 -2.72 6.14
H -2.76 1.08 1.04
H -3.94 0.29 3.91
H -2.78 0.90 5.06
H -3.34 3.23 4.42
H -5.89 1.66 4.75
H -4.76 1.80 6.09
H -5.54 3.26 5.38
H -1.43 2.94 3.56
H -2.15 2.90 1.97
H 1.22 2.19 3.41
H 2.12 0.01 1.87
H 1.16 0.94 0.75
H 3.14 2.44 2.43
H 3.28 3.86 0.43
H 2.19 2.79 -0.46
H 1.61 3.72 0.95
H 0.76 1.62 5.40
H -0.92 1.84 5.04
H 2.05 1.45 7.17
H 1.53 0.97 8.77
H 0.49 2.03 7.81
H -0.38 -1.82 7.93
H -0.59 -0.44 9.03
H 1.00 -1.25 8.87
H 2.84 -3.49 5.10
H 3.28 -1.96 5.84
H 3.62 -2.26 4.12
C 4.55 2.72 -5.97
O 3.24 3.04 -5.58
C 2.31 2.94 -6.65
C 0.92 2.65 -6.13
O 0.72 1.31 -5.72
C 1.28 0.92 -4.48
C 0.53 1.44 -3.27
O 0.87 2.79 -3.00
C -0.11 3.46 -2.25
H 4.93 3.43 -6.72
H 5.18 2.78 -5.09
H 4.61 1.71 -6.39
H 2.61 2.14 -7.34
H 2.29 3.89 -7.20
H 0.23 2.79 -6.97
H 0.64 3.36 -5.35
H 2.34 1.17 -4.42
H 1.19 -0.17 -4.46
H 0.82 0.83 -2.40
H -0.55 1.34 -3.44
H -1.09 3.45 -2.76
H 0.21 4.49 -2.14
H -0.23 3.02 -1.25
C 2.74 -1.03 -7.17
O 3.51 -0.98 -8.36
C 4.47 -2.02 -8.43
C 4.81 -2.33 -9.87
O 3.82 -3.09 -10.55
C 2.67 -2.41 -10.99
C 2.89 -1.55 -12.22
O 3.51 -0.32 -11.87
C 4.17 0.28 -12.96
H 3.38 -0.87 -6.29
H 2.01 -0.23 -7.22
H 2.22 -1.98 -7.07
H 4.09 -2.92 -7.95
H 5.39 -1.70 -7.92
H 5.70 -2.97 -9.86
H 5.06 -1.42 -10.42
H 2.21 -1.82 -10.19
H 1.97 -3.20 -11.28
H 1.91 -1.34 -12.68
H 3.50 -2.10 -12.94
H 4.94 -0.39 -13.37
H 4.64 1.18 -12.60
H 3.46 0.54 -13.76
```

Multiplicity   1
Net charge   +1
Energy   -3408.75348 a.u.

Atomic partial charges in e from the Löwdin method, atoms 1 to 2:
1 C 0.040
2 B -0.492


Per-record lowest unoccupied orbital energy, eV: 0.64; -2.00; -2.77
Per-record molecular weight, g mol⁻¹: 119.16; 888.96; 1133.52
Per-record frontier orbital gap, eV: 8.51; 8.87; 7.47